Formula: C19H38Cl8N2O4
Source: the Open Molecules 2025 dataset
Level of theory: ωB97M-V/def2-TZVPD

Results
Frontier orbital gap in eV: 10.010
Energy above the lowest of the compared OMol25 structures with the same formula, charge and spin in kJ/mol: 0.0
E_HOMO in eV: -9.61
Net charge: 0
Multiplicity: 1

Each line ends with the Löwdin charge.
Geometry (Å):
C (2.414920, -1.415143, 0.331363)  0.01
C (3.387539, -0.322115, -0.057683)  -0.48
O (4.583841, -0.490929, 0.074059)  0.08
N (2.875498, 0.891785, -0.627127)  0.04
C (1.979499, 1.579090, 0.341942)  -0.25
C (1.734677, 3.008941, -0.112195)  -0.17
C (0.622343, 3.148007, -1.150938)  -0.16
C (-0.766170, 2.842497, -0.599795)  -0.19
O (-1.705293, 2.485855, -1.609799)  0.05
C (-1.602468, 1.260940, -2.140731)  -0.52
O (-2.316787, 0.929916, -3.065963)  0.12
N (-0.651367, 0.400729, -1.500451)  0.04
C (-1.054666, -1.007366, -1.483950)  -0.23
C (-2.090480, -1.357390, -0.395611)  -0.15
C (-2.401658, -0.235248, 0.598366)  -0.18
C (-3.767101, 0.426922, 0.428832)  -0.26
O (-4.100702, 0.730075, -0.905090)  -0.06
H (1.427394, -1.041260, 0.572246)  0.06
H (2.826664, -1.935967, 1.182902)  0.09
H (2.342313, -2.094548, -0.511179)  0.07
H (2.280346, 0.609451, -1.401782)  0.10
H (2.452967, 1.584208, 1.315706)  0.11
H (1.064868, 1.002749, 0.421167)  0.05
H (2.648027, 3.400702, -0.537504)  0.11
H (1.477686, 3.605741, 0.758993)  0.11
H (0.594494, 4.155733, -1.545251)  0.12
H (0.814414, 2.475533, -1.981662)  0.10
H (-0.706265, 2.092931, 0.172211)  0.06
H (-1.148813, 3.737847, -0.127060)  0.12
H (0.178501, 0.444697, -2.079139)  0.11
H (-0.156380, -1.571839, -1.287944)  0.04
H (-1.411055, -1.355887, -2.446734)  0.10
H (-3.003167, -1.726437, -0.852608)  0.11
H (-1.702779, -2.196790, 0.167629)  0.09
H (-1.637550, 0.525667, 0.620997)  0.05
H (-2.418818, -0.668384, 1.594562)  0.08
H (-3.709122, 1.394112, 0.920742)  0.04
H (-4.543637, -0.158661, 0.923098)  0.12
H (-4.066197, -0.055927, -1.450021)  0.07
Cl (-5.971161, 4.243170, 4.523718)  0.53
C (-6.277577, 4.651091, 2.814805)  -0.66
C (-5.660410, 3.650578, 1.873480)  -0.65
Cl (-3.881945, 3.720762, 1.895697)  0.58
H (-5.891865, 5.651107, 2.637624)  0.07
H (-7.357243, 4.663275, 2.678397)  0.07
H (-5.974698, 3.861281, 0.852892)  0.08
H (-5.954241, 2.634077, 2.124266)  0.07
Cl (-0.313659, -4.249900, -1.720278)  0.60
C (0.155442, -4.651256, -3.391446)  -0.64
C (1.540396, -4.150588, -3.710993)  -0.66
Cl (1.608513, -2.367989, -3.773556)  0.55
H (-0.587552, -4.222166, -4.058351)  0.07
H (0.124439, -5.735091, -3.484200)  0.07
H (1.845909, -4.515632, -4.689568)  0.08
H (2.263961, -4.484202, -2.971825)  0.04
Cl (-0.096702, 1.398798, 2.925029)  0.63
C (-0.198389, 1.253936, 4.702204)  -0.63
C (-0.574138, -0.140793, 5.136476)  -0.66
Cl (-2.249735, -0.568871, 4.708305)  0.55
H (-0.914544, 1.992033, 5.054614)  0.07
H (0.785358, 1.502459, 5.096367)  0.07
H (-0.494076, -0.215666, 6.219310)  0.07
H (0.081120, -0.882341, 4.686847)  0.07
Cl (5.268886, -4.140151, -3.026110)  0.54
C (6.127039, -3.083163, -1.868261)  -0.65
C (7.297031, -3.777857, -1.225465)  -0.66
Cl (6.783143, -5.081518, -0.122792)  0.53
H (5.408568, -2.746539, -1.126164)  0.05
H (6.475696, -2.217184, -2.427024)  0.08
H (7.860193, -3.060714, -0.631693)  0.07
H (7.958700, -4.212988, -1.969504)  0.07

Cartesian forces (eV/Å) of the 2 atoms listed first:
C 0.204 0.419 0.062
C 1.114 -0.356 -0.031